--- a ---
The following is a quantum chemistry calculation of the molecule C2H4ClNO, from the Open Molecules 2025 dataset.

Each line ends with the natural charge from an NBO analysis.
Positions of all 9 atoms, in Å:
C -1.522 0.102 0.056  0.08
C 0.867 0.093 0.309  0.07
N -0.384 0.529 -0.178  -0.44
O 1.874 -0.009 -0.732  -0.72
Cl -2.852 1.027 -0.326  0.03
H -1.892 -0.813 0.579  0.17
H 1.288 0.916 0.803  0.21
H 0.794 -0.974 0.674  0.14
H 1.828 -0.872 -1.184  0.47

## Properties
Orbital gap in eV: 10.7
SMILES: OC/N=C/Cl

=====

--- b ---
The following is a quantum chemistry calculation of a structure of composition C2H4ClNO, from the Open Molecules 2025 dataset.

Each line ends with the natural charge from an NBO analysis.
Positions of all 9 atoms, in Å:
C -1.478 0.322 -0.044  -0.02
C 1.006 -0.493 -0.123  0.09
N -0.889 -0.778 0.030  -0.43
O 1.232 0.838 -0.002  -0.68
Cl -3.165 0.156 -0.105  0.00
H -0.953 1.264 -0.103  0.20
H 1.447 -1.275 0.499  0.18
H 1.134 -0.966 -1.035  0.17
H 1.666 0.931 0.884  0.49

## Properties
Orbital gap in eV: 9.8

=====

Computed energies relative to the best structure, in hartree: a 0.0000; b 0.0373